63
Properties=species:S:1:pos:R:3 method="wB97M-V/def2-TZVPD" smiles=CCO.CCO.CCO.CCO.CCO.CCO.CCO e_above_lowest_ev=1.335 multiplicity=1
C -0.6663 -0.5329 -4.1781
C -1.8430 -1.3647 -3.7555
O -2.0848 -1.1780 -2.3277
H -0.5138 -0.6604 -5.2511
H 0.2624 -0.7542 -3.6546
H -0.8898 0.5275 -4.0155
H -1.6612 -2.4273 -3.9343
H -2.7234 -1.0384 -4.3107
H -2.9328 -1.5864 -2.1293
C -0.3098 -0.5831 0.8410
C 0.7922 -0.5981 -0.2099
O 0.4927 -1.5809 -1.1839
H -0.5001 -1.5693 1.2605
H -1.2236 -0.1900 0.3894
H -0.0812 0.1083 1.6598
H 1.7615 -0.7917 0.2447
H 0.8043 0.4149 -0.6314
H -0.2887 -1.2935 -1.6735
C -1.2460 2.7798 -1.3436
C 0.1971 3.0594 -1.6770
O 0.9605 3.1421 -0.4814
H -1.3064 1.8362 -0.7916
H -1.8497 2.6587 -2.2421
H -1.6915 3.5539 -0.7198
H 0.2852 4.0117 -2.2170
H 0.5744 2.2824 -2.3522
H 1.8914 3.1859 -0.7196
C -4.2587 0.2182 -0.0482
C -5.5386 -0.0987 0.6364
O -5.9909 -1.3646 0.1291
H -4.3658 0.2282 -1.1354
H -3.4607 -0.4931 0.1775
H -3.8626 1.1944 0.2471
H -6.2949 0.6663 0.4379
H -5.3850 -0.1608 1.7196
H -6.8994 -1.5109 0.4066
C 2.8550 -5.0905 -3.4376
C 2.6185 -3.7466 -2.7725
O 1.9326 -3.9383 -1.5574
H 3.6270 -5.6426 -2.8895
H 3.2461 -4.9375 -4.4450
H 1.9632 -5.7123 -3.4402
H 2.0260 -3.1045 -3.4396
H 3.5949 -3.2721 -2.6092
H 1.4214 -3.1371 -1.3617
C 2.7006 -0.5104 3.4019
C 2.8341 -0.3918 4.8947
O 1.7295 0.3652 5.3839
H 1.7844 -1.0530 3.1514
H 3.5417 -1.0605 2.9796
H 2.6218 0.4595 2.9086
H 3.7840 0.0977 5.1476
H 2.8429 -1.3906 5.3445
H 1.7563 0.3557 6.3447
C 2.1013 3.6263 3.9700
C 0.9439 3.2365 3.0786
O 0.6706 4.2809 2.1472
H 1.8199 4.4426 4.6336
H 2.9497 3.9087 3.3453
H 2.4301 2.7916 4.5958
H 0.0420 3.0611 3.6683
H 1.1887 2.3147 2.5403
H 0.8203 3.9565 1.2511


61
Properties=species:S:1:pos:R:3 method="wB97M-V/def2-TZVPD" e_tot_ev=-67080.030 charge=+2 multiplicity=3
P 1.4068 1.4619 0.9828
P 0.7056 -1.9720 -0.6885
C 1.8936 0.7893 -0.6529
C 1.0324 -0.2669 -1.3195
H 2.8710 0.3119 -0.5733
H 1.9468 1.6844 -1.3056
H 0.2265 0.4667 -1.7186
H 1.5283 -0.5791 -2.2477
C 2.1511 -3.0013 -0.7765
H 2.1615 -3.7459 0.0310
H 3.0652 -2.3996 -0.7004
H 2.1403 -3.5163 -1.7485
C -0.7200 -2.8323 -1.4336
H -0.6969 -2.7654 -2.5249
H -1.6946 -2.4652 -1.0761
H -0.6613 -3.8869 -1.1293
C 3.0970 2.1001 1.2133
H 3.2426 2.2328 2.2810
H 3.0840 3.0648 0.6689
H 3.8349 1.4339 0.7753
C 0.7888 3.2495 1.0265
H -0.3042 3.4178 1.0272
H 1.2350 3.8014 0.1867
H 1.1365 3.6407 2.0009
W -1.2014 0.7540 -0.6529
C -2.6875 0.0487 -1.7880
C -1.4664 0.0577 -2.6155
C -1.0124 1.2351 -3.4922
C -1.2907 2.6087 -2.8898
C -1.0661 2.6090 -1.4069
C -2.2561 2.5198 -0.4738
C -3.6333 2.2903 -0.9946
C -3.7370 1.1065 -1.9865
C -0.8830 1.0351 1.5731
H -3.0230 -0.9243 -1.4710
H -1.0475 -0.8938 -3.0078
H -1.4771 1.1711 -4.4962
H 0.0847 1.1442 -3.6320
H -0.5827 3.3442 -3.2908
H -2.2977 2.9408 -3.1737
H -0.2811 3.2800 -1.0409
H -2.1956 3.1566 0.4220
H -3.9715 3.1865 -1.5342
H -4.3343 2.1287 -0.1613
H -4.7525 0.7120 -1.8870
H -3.7019 1.4688 -3.0119
H -1.7716 0.4759 1.0748
H -1.2269 1.9328 2.0870
H -0.4160 0.3576 2.2891
F 2.5868 -4.3047 5.8094
C 2.0116 -3.7212 4.7409
C 0.6483 -3.9720 4.5078
F -0.0776 -4.7539 5.3219
C 0.0784 -3.3968 3.3780
F -1.2611 -3.4690 3.1750
C 0.8721 -2.6955 2.4609
S -0.1433 -2.0254 1.1496
C 2.2192 -2.4024 2.7279
F 2.9509 -1.5623 1.9273
C 2.7858 -2.9348 3.8832
F 4.0865 -2.7323 4.1810